# C72H60N12O24

A 12-piece molecular cluster, C72H60N12O24 overall in a non-equilibrium geometry (ωB97M-V with the def2-TZVPD basis set, the OMol25 dataset).

The HOMO-LUMO gap comes out at 8.42 eV. Its structure (SMILES) is O=[N+]([O-])c1ccccc1.O=[N+]([O-])c1ccccc1.O=[N+]([O-])c1ccccc1.O=[N+]([O-])c1ccccc1.O=[N+]([O-])c1ccccc1.O=[N+]([O-])c1ccccc1.O=[N+]([O-])c1ccccc1.O=[N+]([O-])c1ccccc1.O=[N+]([O-])c1ccccc1.O=[N+]([O-])c1ccccc1.O=[N+]([O-])c1ccccc1.O=[N+]([O-])c1ccccc1. Its relative energy (zero: lowest compared OMol25 entry of this formula, charge and spin) is 110.8 kcal per mole. The value obtained for the total energy is -5241.271470 hartree.

Geometry (Å):
C -5.0067 -30.4426 3.7150
C -4.4168 -29.4824 2.9007
C -3.0613 -29.1237 3.0988
C -2.3515 -29.8520 4.0521
C -2.9245 -30.8845 4.7547
C -4.2548 -31.2452 4.5232
N -0.9325 -29.4549 4.2866
O -0.5356 -28.3498 3.9184
O -0.2056 -30.2158 4.9530
H -6.0751 -30.6965 3.5866
H -4.9961 -28.8763 2.2185
H -2.7747 -28.3677 2.4567
H -2.4404 -31.3840 5.5252
H -4.6465 -32.1102 5.0740
C -10.7127 -28.2547 7.4799
C -10.8018 -29.4538 8.1680
C -9.8983 -30.4522 8.0251
C -8.7278 -30.1818 7.2348
C -8.6094 -29.0675 6.4828
C -9.6160 -28.0789 6.6156
N -7.6906 -31.2040 7.2896
O -7.7722 -32.0314 8.1488
O -6.7563 -31.0579 6.5033
H -11.4231 -27.5309 7.5556
H -11.7340 -29.6275 8.6700
H -9.9444 -31.4413 8.4803
H -7.9222 -28.9016 5.7204
H -9.5721 -27.1801 5.9939
C -2.1880 -29.9188 -0.2587
C -3.2289 -30.8290 -0.1044
C -3.0995 -31.8763 0.7690
C -1.9802 -31.9285 1.6451
C -0.8701 -31.1187 1.3394
C -0.9747 -30.1028 0.4017
N -1.9233 -32.9744 2.6706
O -2.8907 -33.6952 2.8203
O -0.9573 -33.0407 3.3473
H -2.2145 -29.0562 -0.8358
H -4.1581 -30.6603 -0.6552
H -3.8357 -32.6142 0.8216
H 0.0080 -31.2829 1.9714
H -0.1786 -29.3762 0.1884
C -2.8978 -25.5822 -1.7290
C -1.7896 -25.3671 -0.9518
C -1.4007 -24.1002 -0.5892
C -2.0513 -23.0632 -1.1913
C -3.1335 -23.2511 -2.0697
C -3.5372 -24.5054 -2.3545
N -1.7533 -21.6937 -0.7193
O -2.2192 -20.7336 -1.3214
O -0.9426 -21.6216 0.2044
H -3.2675 -26.5609 -2.0032
H -1.3146 -26.1733 -0.4876
H -0.5236 -23.8543 0.0482
H -3.5667 -22.3900 -2.5383
H -4.3320 -24.6328 -3.1250
C -6.2508 -21.1807 -0.0786
C -6.5382 -22.4821 0.4098
C -6.9583 -23.3994 -0.5851
C -7.0283 -23.1113 -1.9269
C -6.6439 -21.8658 -2.3792
C -6.3042 -20.9034 -1.4460
N -7.5257 -24.1662 -2.7877
O -8.3130 -24.9729 -2.3125
O -7.0888 -24.1006 -3.9139
H -5.8273 -20.4452 0.6075
H -6.7036 -22.7832 1.4313
H -7.2391 -24.3704 -0.1470
H -6.6425 -21.6343 -3.4803
H -6.0761 -19.9259 -1.8289
C -2.4231 -27.5793 8.0416
C -2.6972 -27.7504 6.6664
C -3.9677 -27.3078 6.2347
C -4.7855 -26.6866 7.1009
C -4.5364 -26.5564 8.4267
C -3.2887 -26.9918 8.8855
N -6.2227 -26.4509 6.5911
O -6.4981 -26.7073 5.4011
O -7.0474 -26.1992 7.4089
H -1.4230 -27.9254 8.3586
H -1.9160 -28.0580 5.9524
H -4.3267 -27.4880 5.1881
H -5.3220 -26.1973 9.0751
H -2.9591 -26.8070 9.8918
C -10.4537 -23.8084 -0.0360
C -10.8592 -25.1384 -0.1174
C -11.2263 -25.7953 1.0729
C -11.1527 -25.1347 2.3067
C -10.8545 -23.7894 2.3492
C -10.5235 -23.1173 1.1997
N -11.6068 -25.8917 3.4950
O -12.0594 -27.0124 3.3300
O -11.5251 -25.3526 4.6129
H -10.3041 -23.2926 -1.0015
H -10.9404 -25.7229 -1.0494
H -11.6090 -26.8258 1.1015
H -10.9335 -23.1723 3.2593
H -10.3537 -21.9986 1.2727
C -1.1635 -24.0608 5.6491
C -2.5173 -24.2977 5.7496
C -3.1175 -23.9078 6.8987
C -2.4557 -23.2531 7.9227
C -1.0747 -23.1031 7.8273
C -0.4376 -23.4955 6.6764
N -3.1189 -22.9261 9.1583
O -2.4931 -22.6663 10.1432
O -4.3552 -22.9975 9.0890
H -0.5882 -24.5853 4.8073
H -3.0494 -24.7665 4.9095
H -4.1810 -24.1368 7.0582
H -0.5074 -22.6120 8.6051
H 0.6735 -23.4794 6.7102
C -9.5091 -30.8523 3.9251
C -9.5559 -29.8845 2.9904
C -8.7300 -29.9994 1.8777
C -7.9529 -31.0987 1.7136
C -7.8341 -32.0791 2.6651
C -8.6189 -31.9568 3.8177
N -6.8585 -31.0878 0.6862
O -6.1281 -32.0717 0.6813
O -6.6628 -30.1022 -0.0421
H -10.1856 -30.9358 4.8255
H -10.2785 -29.0710 3.0377
H -8.7721 -29.2178 1.1536
H -7.0897 -32.8374 2.6254
H -8.5694 -32.6281 4.6492
C -10.0981 -28.6284 -5.1038
C -9.1387 -27.6025 -5.2849
C -7.8562 -27.7826 -4.8586
C -7.5020 -28.9805 -4.2393
C -8.4374 -29.9507 -4.0861
C -9.7607 -29.8232 -4.5506
N -6.1683 -29.0941 -3.5834
O -5.9457 -30.2018 -3.1258
O -5.4477 -28.1375 -3.4517
H -11.1522 -28.5389 -5.4051
H -9.3056 -26.5663 -5.7208
H -7.0334 -27.0439 -4.9961
H -8.0428 -30.7934 -3.4724
H -10.4362 -30.6501 -4.4215
C -7.1836 -22.2559 6.9641
C -6.1310 -21.8960 6.1425
C -6.2840 -20.6833 5.4566
C -7.3532 -19.8495 5.5995
C -8.3638 -20.2591 6.3839
C -8.3841 -21.4494 7.0737
N -7.2459 -18.4510 4.9866
O -6.2029 -18.1561 4.4683
O -8.2754 -17.8235 4.9074
H -7.1274 -23.1498 7.6320
H -5.2208 -22.4204 6.0335
H -5.4490 -20.3310 4.8363
H -9.2051 -19.6164 6.3939
H -9.1764 -21.8470 7.5905
C -7.2972 -26.9539 -0.2563
C -7.7781 -26.8365 1.0189
C -6.9691 -26.3725 2.0685
C -5.5946 -26.1422 1.8463
C -4.9990 -26.2431 0.5783
C -5.9203 -26.7746 -0.4427
N -4.8739 -25.5837 2.9606
O -5.4787 -24.7242 3.5646
O -3.7917 -26.1103 3.0877
H -7.9380 -27.3995 -1.0301
H -8.7669 -26.8812 1.3255
H -7.2678 -26.2941 3.0748
H -3.9872 -25.9198 0.3739
H -5.5218 -26.9287 -1.4658

=====

# H30O15

A 15-piece molecular cluster, H30O15 overall in a non-equilibrium geometry (ωB97M-V with the def2-TZVPD basis set, the OMol25 dataset).

The HOMO-LUMO gap comes out at 7.79 eV. Its relative energy (zero: lowest compared OMol25 entry of this formula, charge and spin) is 239.3 kcal per mole. The value obtained for the total energy is -1146.258674 hartree.

Geometry (Å):
H 0.6784 -0.3212 -0.0074
H 1.6562 0.8989 -0.1520
H 3.4179 -2.3480 -3.6319
H 2.4819 -3.1713 -2.7809
H -0.1928 -0.5979 3.7930
H 0.5381 0.5003 4.6167
H -2.3445 -0.0968 1.9850
H -2.5746 -1.3647 2.8188
H 0.4744 -1.2538 -2.8309
H -0.5953 -1.7566 -1.9031
H 2.9502 -0.4758 1.0881
H 2.4738 -0.9723 2.5913
H 2.5243 2.8668 3.7200
H 1.1297 2.1409 3.4100
H -1.9422 2.7593 -1.5031
H -2.0361 3.3452 -2.8544
H -1.9283 -0.6758 -2.2757
H -2.9956 0.0662 -3.0882
H 2.9291 -1.3294 -0.9835
H 3.1506 -2.9004 -1.2612
H -2.4062 -2.8601 -0.6396
H -2.5321 -4.1555 -1.3778
H -1.5643 2.5978 0.1881
H -2.6686 3.5897 0.3589
H 2.8959 2.8053 1.0478
H 2.1763 3.7947 2.0812
H 0.0528 1.0305 -1.1525
H -0.4766 2.0754 -2.2683
H -2.1667 -2.6616 0.9434
H -2.7577 -1.4367 0.2927
O 1.5141 -0.0569 -0.2231
O 3.3947 -3.1767 -3.1303
O -0.1975 -0.1018 4.6382
O -2.3997 -0.4206 2.8995
O -0.5084 -1.3456 -2.7665
O 2.2629 -0.4510 1.8340
O 2.0362 2.1543 3.1531
O -2.5561 3.2541 -2.0641
O -1.9991 -0.0182 -2.9755
O 3.4455 -2.1871 -0.7566
O -2.5750 -3.2102 -1.5416
O -1.7221 3.4795 0.5122
O 2.0215 3.0697 1.4855
O -0.1009 1.1432 -2.0713
O -2.9643 -2.2260 0.7821

=====

# C21H26BrF6HfN2O6S2Se2

C21H26BrF6HfN2O6S2Se2 as an isolated structure (ωB97M-V with the def2-TZVPD basis set, the OMol25 dataset).

Its charge is +1. The HOMO-LUMO gap comes out at 7.44 eV. Its relative energy (zero: lowest compared OMol25 entry of this formula, charge and spin) is 11.3 kcal per mole. The value obtained for the total energy is -10197.113696 hartree.

Geometry (Å):
Hf 0.1443 -0.8510 -0.8813
C 1.8913 -1.2593 2.3563
C 0.8829 -0.2375 1.9075
C 1.2696 1.0991 1.8110
C 0.3365 2.1276 1.7589
C 0.7883 3.5552 1.6866
C -1.0194 1.8052 1.7899
C -1.4537 0.4922 1.7796
C -2.9264 0.1972 1.8268
C -0.4904 -0.5420 1.7821
H 1.9367 -1.2171 3.4472
H 2.8811 -1.0292 1.9663
H 1.6208 -2.2695 2.0652
H 2.3268 1.3387 1.8420
H 1.1977 3.8757 2.6465
H -0.0332 4.2223 1.4321
H 1.5752 3.6715 0.9402
H -1.7524 2.6041 1.7931
H -3.4103 0.8234 2.5759
H -3.1260 -0.8424 2.0826
H -3.4051 0.4178 0.8697
H -0.8163 -1.5620 1.9706
O 3.8959 -5.0345 -2.3840
C 2.9583 -4.3931 -3.2216
C 2.1676 -3.3830 -2.3643
C 1.2790 -2.6252 -3.3542
O 0.0660 -2.1175 -2.7341
C 1.3387 -4.2167 -1.3787
Se 0.1991 -3.3472 -0.0091
C 3.2024 -2.4791 -1.6912
Se 2.6435 -0.6661 -1.1366
H 4.4469 -5.6249 -2.9064
H 2.2628 -5.1147 -3.6671
H 3.4573 -3.8529 -4.0362
H 0.9598 -3.2818 -4.1656
H 1.7717 -1.7510 -3.7769
H -0.4877 -2.8730 -2.4804
H 2.0201 -4.8415 -0.8076
H 0.6884 -4.8901 -1.9417
H 4.0109 -2.2788 -2.3927
H 3.6339 -2.9655 -0.8210
Br -4.7975 0.1101 -4.2346
C -4.0962 -0.7466 -2.7214
C -4.8978 -1.5007 -1.8801
C -4.3042 -2.1138 -0.7896
C -2.9526 -1.9435 -0.5718
N -2.1746 -1.1992 -1.3755
C -2.7475 -0.6242 -2.4457
H -5.9549 -1.6116 -2.0798
H -4.8815 -2.7246 -0.1104
H -2.4609 -2.4318 0.2572
H -2.1026 -0.0709 -3.1112
F -1.0816 4.0227 -2.7262
C -1.3289 2.7457 -2.9302
F -1.4715 2.4951 -4.2174
F -2.4429 2.3972 -2.2898
S 0.0946 1.7297 -2.2652
O -0.3281 1.3960 -0.8736
O 0.0472 0.4483 -2.9779
N 1.3736 2.5164 -2.2641
S 2.2494 2.8117 -3.6166
O 1.3806 3.1688 -4.6901
O 3.2699 1.8362 -3.7726
C 3.0588 4.3551 -3.0049
F 3.7333 4.1024 -1.8906
F 3.8907 4.7757 -3.9466
F 2.1456 5.2867 -2.7667

=====

# C22H19ClN4O4

The molecule C22H19ClN4O4 in a non-equilibrium geometry (ωB97M-V with the def2-TZVPD basis set, the OMol25 dataset).

The HOMO-LUMO gap comes out at 8.45 eV. Its structure (SMILES) is Cn1ncc2c(Oc3ccc(-c4cc([C@H](O)CO)cc(C(N)=O)n4)cc3)ccc(Cl)c21. Its relative energy (zero: lowest compared OMol25 entry of this formula, charge and spin) is 50.7 kcal per mole. The value obtained for the total energy is -1829.843723 hartree.

Geometry (Å):
O -4.0064 -3.7586 3.9398
Cl 6.6653 0.4483 -4.0646
N 2.7247 -0.7407 -6.1384
N -2.0486 -1.6415 1.8968
O 0.8129 1.3141 -2.9363
O -2.6467 2.8181 4.6532
O -4.5880 1.1724 4.9553
C -3.1458 -3.5538 3.1251
C 1.9350 -0.2103 -5.2807
C -2.7195 -2.1486 2.9665
C -1.8543 -0.3286 1.7532
C 4.5719 1.5414 -2.6011
C -0.2402 1.9626 -0.8851
C 0.1696 -0.3892 -1.4250
C 3.1969 1.6809 -2.2260
C -0.9459 1.5628 0.2912
C -0.5147 -0.8066 -0.2734
C -3.1904 -1.2458 3.8767
C -2.1247 0.4763 2.8274
C 5.0129 0.8229 -3.7140
C 0.2319 0.9977 -1.7514
C 2.1986 1.2011 -3.1019
C 2.6545 0.4646 -4.2319
C -1.0322 0.1938 0.5985
C 3.9781 0.3104 -4.5363
C -2.9331 0.0602 3.8681
N -2.6705 -4.5629 2.4129
N 3.9601 -0.4007 -5.7421
C 5.1090 -0.6194 -6.5738
C -2.3061 1.8427 5.6430
C -3.2532 0.7391 5.1469
H -3.6113 2.9380 4.5380
H -5.2423 0.4615 4.6456
H 0.8777 -0.3937 -5.3661
H 5.4538 1.7672 -1.9106
H -0.2317 3.0099 -1.2169
H 0.6377 -0.9750 -2.2074
H 2.8305 2.0643 -1.2160
H -1.5263 2.3012 0.8307
H -0.7339 -1.8585 -0.0777
H -3.7906 -1.6505 4.6389
H -1.8883 1.5429 2.7759
H -2.9897 -5.4811 2.6127
H -1.9471 -4.3592 1.6272
H 6.0052 -1.0629 -6.1356
H 5.4102 0.2635 -7.0283
H 4.8303 -1.3253 -7.3029
H -1.2799 1.4793 5.7407
H -2.5388 2.1592 6.6734
H -3.2668 -0.0833 5.9058

=====

# C40H74O15Y

C40H74O15Y as an isolated structure in a non-equilibrium geometry (ωB97M-V with the def2-TZVPD basis set, the OMol25 dataset).

Its charge is +1. The HOMO-LUMO gap comes out at 7.11 eV. Its relative energy (zero: lowest compared OMol25 entry of this formula, charge and spin) is 0.0 kcal per mole. The value obtained for the total energy is -2735.242077 hartree.

Geometry (Å):
Y 2.2322 3.3567 -2.8039
C 0.3082 -0.3853 -0.6040
C 0.7328 1.0416 -0.4696
O 1.2873 1.6191 -1.6128
H 1.1610 -0.9959 -0.9253
H -0.4708 -0.5456 -1.3557
H -0.0670 -0.7839 0.3403
H 1.4359 1.0878 0.3807
H -0.1121 1.6661 -0.1386
C 1.8744 4.5787 0.8004
C 2.2379 5.6681 -0.1851
O 2.6661 5.1691 -1.4222
H 2.7478 3.9682 1.0496
H 1.1228 3.9186 0.3588
H 1.5004 5.0188 1.7267
H 3.0180 6.3343 0.1942
H 1.3314 6.2837 -0.2769
C -2.3335 -0.7968 2.4760
C -3.2040 -1.7218 1.6226
C -4.2825 -2.1484 2.5848
O -4.5561 -0.9921 3.3515
C -3.3529 -0.2694 3.5094
H -1.8932 -0.0051 1.8637
H -1.4621 -1.2505 2.9540
H -2.6461 -2.5577 1.1954
H -3.6116 -1.1453 0.7903
H -3.9251 -2.9985 3.1791
H -5.1558 -2.4802 2.0219
H -3.0134 -0.3409 4.5507
H -3.4896 0.8082 3.3628
C 1.8204 -3.6544 2.1420
C 2.0655 -3.3268 3.6205
C 0.6814 -3.5495 4.2550
O 0.1199 -4.6217 3.5128
C 0.6766 -4.6743 2.1883
H 2.6850 -4.0402 1.6049
H 1.4533 -2.7873 1.5836
H 2.4495 -2.3037 3.6582
H 2.8102 -3.9521 4.1108
H 0.0711 -2.6445 4.1932
H 0.8084 -3.9240 5.2697
H -0.1157 -4.4441 1.4753
H 1.0889 -5.6839 2.1463
C 0.5433 0.1847 4.6879
C 0.3064 1.2351 3.5928
C 1.6045 1.9923 3.5645
O 2.0163 2.0281 4.9536
C 1.4827 0.8961 5.6422
H 1.1363 -0.6415 4.2911
H -0.3963 -0.1348 5.1305
H -0.5407 1.8565 3.8854
H 0.1027 0.6847 2.6723
H 1.5589 3.0154 3.1955
H 2.4137 1.4886 3.0203
H 0.9372 1.2751 6.5109
H 2.3110 0.2500 5.9394
C -3.4177 1.1506 -1.3390
C -4.7941 1.6333 -1.7979
C -4.7321 1.5162 -3.3230
O -3.8230 0.4278 -3.5431
C -2.7571 0.6803 -2.6459
H -3.5108 0.3135 -0.6504
H -2.8676 1.9938 -0.9187
H -5.0253 2.6238 -1.4143
H -5.5572 0.9088 -1.5083
H -4.3010 2.4183 -3.7767
H -5.6991 1.3503 -3.7899
H -1.9408 1.3083 -3.0281
H -2.2928 -0.3059 -2.5244
C -1.9684 -4.5360 -1.4167
C -3.3030 -4.9563 -2.0345
C -4.1945 -3.7455 -1.7480
O -3.2910 -2.6320 -1.7922
C -1.9205 -3.0459 -1.7728
H -1.1559 -5.1369 -1.8177
H -2.0641 -4.6163 -0.3313
H -3.6906 -5.8856 -1.6156
H -3.2426 -5.0911 -3.1158
H -4.7161 -3.8526 -0.7973
H -4.8768 -3.6402 -2.5893
H -1.3740 -2.5368 -0.9807
H -1.4698 -3.0110 -2.7680
O 4.0681 2.4889 -1.4469
C 5.0062 2.1031 -0.7873
O 5.9393 1.3183 -1.3221
C 6.8886 0.9059 -0.2987
C 6.7498 1.9260 0.8025
C 5.2928 2.3569 0.6537
H 7.9073 0.8666 -0.6714
H 6.5111 -0.0793 -0.0136
H 7.3319 2.8073 0.5268
H 6.9632 1.5310 1.7900
H 5.0885 3.3782 0.9621
H 4.6182 1.6859 1.2017
O 0.6414 2.2991 -4.4234
C 0.0989 1.3616 -4.9824
O -0.8041 1.5840 -5.9025
C -1.4145 0.3715 -6.3827
C -1.0040 -0.7016 -5.3678
C 0.2608 -0.1072 -4.7155
H -1.0038 0.1130 -7.3589
H -2.4861 0.4982 -6.4879
H -0.8450 -1.7097 -5.7422
H -1.7298 -0.8337 -4.5643
H 1.1355 -0.5326 -5.2064
H 0.2831 -0.1919 -3.6284
O 2.6655 -5.0525 -1.4516
C 2.9417 -3.9428 -1.8014
O 2.7273 -3.4995 -3.0485
C 3.0496 -2.1110 -3.2220
C 3.9620 -1.8008 -2.0181
C 3.6259 -2.8830 -0.9797
H 2.1756 -1.4616 -3.1694
H 3.5324 -1.9626 -4.1846
H 3.7451 -0.8148 -1.6047
H 5.0118 -1.8150 -2.3099
H 2.9265 -2.4781 -0.2493
H 4.5026 -3.2740 -0.4724
O -3.8147 4.9920 -0.6696
C -3.2782 4.5140 0.2867
O -3.9027 3.9776 1.3508
C -2.9457 3.4393 2.2697
C -1.6138 4.0911 1.9318
C -1.7903 4.3488 0.4384
H -2.8888 2.3620 2.0793
H -3.2466 3.6240 3.2982
H -0.7528 3.4945 2.2244
H -1.5368 5.0618 2.4274
H -1.4701 3.5230 -0.2014
H -1.3080 5.2699 0.1159